Record 1
The following is a quantum chemistry calculation of an isolated molecule of C9H15NO3, from the Open Molecules 2025 dataset.

Each line ends with the Mulliken charge.
Cartesian coordinates (Å):
C -0.774 1.969 0.125  0.245
C 0.664 0.186 0.100  -0.895
C -1.850 1.159 0.640  -0.694
C -1.656 -0.272 0.087  0.809
C -2.558 -1.318 0.770  -1.511
C -1.973 -0.243 -1.384  -1.585
C 2.466 0.179 -1.470  -1.552
C 2.670 -0.762 1.044  -1.617
C 2.104 0.165 0.030  2.118
N -0.201 -0.707 0.284  0.750
O 0.015 -1.943 0.420  -0.747
O -0.459 3.069 -0.170  -0.416
O 2.500 1.466 0.579  -0.582
H -1.839 1.097 1.809  0.320
H -2.771 1.546 0.317  0.427
H -3.647 -0.993 0.724  0.370
H -2.194 -1.251 1.807  0.403
H -2.286 -2.203 0.168  0.417
H -1.392 -0.949 -1.983  0.310
H -1.764 0.777 -1.803  0.335
H -2.997 -0.513 -1.474  0.481
H 3.585 0.050 -1.515  0.326
H 2.164 1.164 -1.723  0.401
H 2.083 -0.671 -1.910  0.413
H 3.707 -1.052 0.973  0.331
H 2.148 -1.701 1.086  0.370
H 2.509 -0.312 1.959  0.460
H 1.744 2.064 0.510  0.312

Computed properties:
relative energy (zero: lowest compared OMol25 entry of this formula, charge and spin)	676.8	kJ/mol
HOMO energy	-8.494	eV
net charge	0
2S+1	1
E_LUMO	0.09	eV

---

Record 2
The following is a quantum chemistry calculation of an isolated molecule of C9H15O4P, from the Open Molecules 2025 dataset.

Each line ends with the Mulliken charge.
Cartesian coordinates (Å):
C 1.072 -0.161 -0.799  0.453
C 0.437 2.312 0.928  -0.571
C -0.815 1.793 1.631  -0.772
C 0.322 2.292 -0.597  -0.654
C -1.078 0.307 1.386  -0.227
C 0.206 0.919 -1.184  -0.452
C -1.542 0.076 -0.015  0.286
C 1.207 -3.212 -0.163  -1.188
C 1.687 -2.385 -1.352  -0.128
O 1.830 -0.209 0.153  -0.638
O -4.049 0.978 0.044  -0.458
O -1.758 -1.168 -0.484  -0.518
O 0.874 -1.248 -1.607  -0.348
P -2.860 1.223 -0.760  0.217
H 0.613 3.340 1.249  0.384
H 1.294 1.709 1.226  0.316
H -0.712 1.958 2.705  0.376
H -1.689 2.369 1.292  0.262
H -0.559 2.872 -0.896  0.315
H 1.200 2.792 -1.021  0.366
H -0.172 -0.270 1.601  0.228
H -1.868 -0.041 2.065  0.354
H -0.206 0.842 -2.179  0.489
H 1.247 -2.614 0.745  0.309
H 0.194 -3.576 -0.326  0.274
H 1.863 -4.070 -0.037  0.395
H 1.644 -2.971 -2.273  0.328
H 2.715 -2.052 -1.172  0.318
H -1.097 -1.801 -0.161  0.283

Computed properties:
relative energy (zero: lowest compared OMol25 entry of this formula, charge and spin)	380.0	kJ/mol
HOMO energy	-8.373	eV
net charge	0
2S+1	1
E_LUMO	-0.87	eV

---

Record 3
The following is a quantum chemistry calculation of a structure of composition C9H16Ag4BBr8F4O3, from the Open Molecules 2025 dataset.

Each line ends with the Mulliken charge.
Cartesian coordinates (Å):
Ag -12.538 18.816 -3.438  0.685
Ag -11.311 19.970 2.856  0.787
Ag -12.965 13.333 -0.505  0.983
Ag -14.352 23.767 -1.247  0.532
C -14.530 17.647 0.451  0.732
O -14.842 17.023 -0.562  -0.578
O -14.425 18.894 0.340  -0.583
O -13.966 17.117 1.363  -0.567
B -9.171 13.444 -2.827  0.553
F -8.767 13.492 -1.553  -0.365
F -8.172 13.786 -3.638  -0.352
F -9.873 12.260 -3.119  -0.420
F -10.041 14.491 -2.797  -0.411
Br -17.941 12.864 7.142  -0.117
C -17.644 13.694 5.394  -0.598
C -18.939 14.151 4.630  -0.544
Br -19.817 15.665 5.454  -0.114
H -16.949 13.008 4.910  0.370
H -17.171 14.664 5.547  0.324
H -19.684 13.356 4.620  0.345
H -18.652 14.528 3.648  0.334
Br -23.862 19.287 -0.034  -0.104
C -22.117 18.504 -0.502  -0.603
C -20.981 19.463 -0.393  -0.579
Br -21.573 21.200 -1.292  -0.175
H -22.122 18.050 -1.493  0.375
H -21.874 17.781 0.276  0.334
H -20.063 19.000 -0.754  0.404
H -20.863 19.586 0.683  0.347
Br -8.869 15.282 5.540  -0.179
C -9.703 13.476 5.559  -0.583
C -10.533 13.340 6.824  -0.624
Br -11.213 11.496 6.943  -0.146
H -8.914 12.728 5.628  0.387
H -10.324 13.278 4.686  0.377
H -11.345 14.066 6.873  0.387
H -9.915 13.521 7.703  0.381
Br -13.911 20.781 7.352  -0.144
C -15.863 21.301 7.091  -0.557
C -16.351 21.801 5.769  -0.527
Br -15.077 22.987 4.755  -0.170
H -15.984 21.951 7.957  0.357
H -16.485 20.445 7.352  0.368
H -17.292 22.342 5.870  0.368
H -16.484 21.038 5.003  0.308

Computed properties:
HOMO energy	-9.034	eV
net charge	+1
2S+1	1
E_LUMO	-6.41	eV